Entry w
9
Properties=species:S:1:pos:R:3 method="wB97M-V/def2-TZVPD" lumo_energy_ev=-0.99 gap_ev=8.03 homo_energy_ev=-9.021
C 0.7270 0.8828 0.1651
C 1.1853 -0.1359 -0.5919
Si -1.7646 -1.5564 0.1290
Br -3.0855 0.3597 0.0569
H 0.7078 0.9084 1.1949
H 0.2098 1.7220 -0.3581
H 1.2304 -0.1868 -1.6338
H 1.6298 -1.0687 -0.2647
H -0.8400 -0.9250 1.3025

***

Entry x
9
Properties=species:S:1:pos:R:3 method="wB97M-V/def2-TZVPD" lumo_energy_ev=0.50 gap_ev=10.46 homo_energy_ev=-9.966 smiles="[SiH3]/C=C/Br"
C -0.6945 -0.0539 0.1163
C -0.9166 0.9092 -0.6767
Si 1.1441 -0.6913 0.4233
Br -2.8330 1.6663 -0.8060
H -1.4553 -0.5473 0.5682
H -0.2531 1.4959 -1.2438
H 1.3243 -2.0947 -0.2206
H 1.4678 -1.1134 1.8951
H 2.2162 0.4293 -0.0558

***

Energies, relative to the best one, in kJ/mol: entry w 0.0; entry x 12.3.